(1)
8
Properties=species:S:1:pos:R:3:mulliken_charge:R:1 method="wB97M-V/def2-TZVPD" charge=0 homo_lumo_gap_ha=0.4242 energy_ha=-486.5166 e_homo_ev=-12.54 multiplicity=1
N 2.8310 1.2290 0.3755 -0.2454
C 1.7277 0.9423 0.4437 0.1572
C 0.3307 0.5776 0.5142 0.6336
O -0.5535 1.0230 1.1487 -0.3723
O 0.1826 -0.5463 -0.4250 -0.2976
N -1.2174 -0.9859 -0.6368 1.0688
O -1.6129 -0.7015 -1.6977 -0.4873
O -1.6882 -1.5383 0.2772 -0.4570

(2)
113
Properties=species:S:1:pos:R:3:mulliken_charge:R:1 method="wB97M-V/def2-TZVPD" charge=0 homo_lumo_gap_ha=0.3332 energy_ha=-4638.9522 e_homo_ev=-8.98 multiplicity=1
C 1.5997 -0.9355 -0.8897 -0.6476
C 1.4060 -0.4843 0.5601 -0.6608
C 0.4388 0.7096 0.6650 -2.0554
I -0.5380 0.5568 2.5512 0.1001
C 0.9802 2.0600 0.2384 1.6293
P -0.5116 3.2671 -0.2370 -0.0141
P -2.3366 3.0838 0.8978 1.1224
O -3.2424 4.0788 0.2906 -0.7149
O -3.0104 1.6490 0.7029 -0.3802
O -2.2118 3.3875 2.4564 -0.4759
O 1.6358 2.0210 -1.0769 -0.4067
C 2.0210 3.3434 -1.2863 -0.0150
O 2.2856 3.8050 -2.3892 -0.6423
O 2.0664 4.0089 -0.1018 -0.4799
C 2.0835 2.9241 0.9434 1.4244
C 1.7783 3.6930 2.2177 -0.5455
C 1.8981 3.0125 3.5914 -0.9683
C 2.6205 1.6844 3.7190 0.1375
O 2.0292 0.9577 4.7923 -0.5706
C 3.6053 2.5868 0.8732 -1.6710
C 4.0946 1.1846 0.5026 0.0946
C 5.4749 1.3060 -0.1249 0.8019
F 5.4753 1.9952 -1.2753 -0.2650
F 6.2235 2.0504 0.7483 -0.3865
C 6.2643 -0.0304 -0.2361 0.3366
F 7.5765 0.2582 -0.1819 -0.2821
F 6.0207 -0.8339 0.8051 -0.2775
S 6.0155 -1.0075 -1.8429 1.4332
F 5.3056 -2.2027 -1.0859 -0.3214
F 4.5972 -0.3602 -2.0952 -0.2834
F 6.7494 0.1147 -2.6557 -0.2955
F 7.3971 -1.7444 -1.6153 -0.3491
F 5.8482 -1.8078 -3.1933 -0.3190
H 2.5527 -0.6758 -1.3347 -0.2141
H 0.7893 -0.5951 -1.5187 0.0631
H 1.5481 -2.0206 -0.9173 0.3900
H 0.8849 -1.2956 1.0484 0.9532
H 2.3150 -0.3543 1.1362 0.2077
H -0.3389 0.4582 -0.0462 0.8273
H -0.8961 2.7711 -1.4994 -0.2515
H -3.5893 1.7242 -0.0694 0.2400
H -1.9134 4.2964 2.5583 0.3359
H 0.8129 4.1837 2.1353 0.5616
H 2.5135 4.5007 2.1955 0.0086
H 0.9120 2.8785 4.0184 0.4357
H 2.3849 3.7151 4.2615 0.2511
H 3.6545 1.8707 4.0161 0.3154
H 2.6190 1.0771 2.8165 -0.0719
H 2.2839 0.0391 4.7189 0.3727
H 3.9993 2.8118 1.8571 0.5003
H 4.0969 3.3097 0.2416 0.8060
H 3.4825 0.6253 -0.1918 -0.6358
H 4.2322 0.5944 1.3993 0.6648
C 2.8837 8.4158 1.6422 -0.9179
C 3.1115 7.1700 2.3537 0.3755
N 3.2851 6.1804 2.9069 -0.4527
H 2.4861 8.2256 0.6464 0.2740
H 2.1714 9.0426 2.1759 0.2891
H 3.8108 8.9759 1.5342 0.2981
C -6.8141 0.9666 1.6571 -0.4436
C -6.2235 0.6397 0.3718 0.4680
N -5.7419 0.3857 -0.6380 -0.4947
H -7.2217 0.0800 2.1406 -0.0369
H -6.0713 1.3986 2.3264 0.2341
H -7.6243 1.6851 1.5476 0.3141
C -7.7227 -3.4909 2.5942 -0.6729
C -8.3986 -2.3368 3.1678 0.2842
N -8.9262 -1.4208 3.6148 -0.4324
H -8.3921 -4.0720 1.9679 0.2948
H -6.8790 -3.1819 1.9781 0.3378
H -7.3438 -4.1497 3.3724 0.1806
C -6.9951 -7.8917 3.3152 -0.6870
C -7.4412 -7.0090 2.2492 0.4407
N -7.7870 -6.2973 1.4183 -0.4724
H -5.9750 -7.6690 3.6142 0.1120
H -7.6232 -7.7940 4.1984 0.2768
H -7.0263 -8.9342 3.0025 0.3453
C -1.1730 -3.3874 -1.4533 -0.6108
C -1.3394 -2.6595 -0.2062 0.4866
N -1.4650 -2.0843 0.7798 -0.4375
H -1.8046 -4.2727 -1.4828 0.4320
H -1.4374 -2.7675 -2.3013 -0.1923
H -0.1414 -3.7082 -1.5889 0.2908
C 5.9399 -3.9743 -5.6443 -0.6838
C 4.6963 -4.6740 -5.9238 0.3098
N 3.7158 -5.2256 -6.1443 -0.3629
H 6.2408 -4.1075 -4.6068 0.1990
H 6.7473 -4.3428 -6.2750 0.3397
H 5.8377 -2.9058 -5.8254 0.2130
C 2.3533 0.8631 -4.7878 -0.6188
C 1.2026 0.0951 -4.3452 0.5059
N 0.2833 -0.4907 -3.9919 -0.4379
H 3.2786 0.4247 -4.4176 0.0201
H 2.4051 0.8928 -5.8749 0.3940
H 2.2954 1.8884 -4.4224 0.1784
C -2.4968 5.1241 -3.4488 -0.8626
C -2.1225 3.7315 -3.6236 0.4896
N -1.8203 2.6311 -3.7413 -0.4395
H -2.1061 5.5122 -2.5087 0.2669
H -2.1054 5.7366 -4.2595 0.3266
H -3.5794 5.2345 -3.4312 0.3118
C -2.4707 -1.4978 -5.1535 -0.4575
C -2.3006 -2.8738 -4.7165 0.5032
N -2.1571 -3.9518 -4.3501 -0.4982
H -2.6924 -1.4535 -6.2185 0.3508
H -3.2890 -1.0185 -4.6179 0.2551
H -1.5641 -0.9209 -4.9696 -0.0045
C -3.0699 -6.1570 5.5832 -0.8205
C -4.0953 -7.1829 5.4837 0.4573
N -4.9041 -7.9930 5.4034 -0.4520
H -2.7518 -6.0260 6.6159 0.2910
H -2.1955 -6.4241 4.9925 0.2682
H -3.4404 -5.1995 5.2210 0.2617

(3)
77
Properties=species:S:1:pos:R:3:mulliken_charge:R:1 method="wB97M-V/def2-TZVPD" charge=0 homo_lumo_gap_ha="0.2037 / 0.2037" energy_ha=-4466.5323 e_homo_ev="-6.08 / -6.08" multiplicity=1
Ti 0.0765 0.0173 1.0069 -0.7238
S 2.5990 0.9493 -0.7388 -0.1842
C 3.2970 2.0345 0.4440 0.4853
C 4.6010 2.5274 0.2309 -0.7018
C 5.2179 3.3947 1.1105 -0.5783
C 4.5515 3.8047 2.2626 -0.6527
C 3.2792 3.3289 2.5032 -0.7747
C 2.6440 2.4477 1.6166 0.5383
S 0.9955 1.9921 2.0934 -0.2906
C -2.2736 1.1542 1.8942 -1.0467
C -2.6157 -0.0588 1.3660 1.0866
C -3.7771 -0.8257 1.7602 -1.1477
C -4.0615 -1.9929 1.1509 -0.6943
C -3.1973 -2.5153 0.1320 -0.6923
C -2.0671 -1.8314 -0.1535 -0.0232
C -1.0712 -2.3504 -1.1571 -0.8639
S 0.6241 -1.7167 -0.9043 0.1327
C 1.3775 -3.0240 0.0607 0.0234
C 1.2812 -4.3490 -0.3621 -0.3551
C 1.8566 -5.3649 0.3804 -0.8770
C 2.5507 -5.0386 1.5446 -0.6539
C 2.6719 -3.7209 1.9456 -0.6669
C 2.0962 -2.6666 1.2124 0.7404
S 2.3064 -1.0104 1.7088 -0.3635
N -1.7530 -0.6382 0.4380 1.0731
H 5.1159 2.1998 -0.6635 0.4131
H 6.2217 3.7487 0.9060 0.3589
H 5.0227 4.4793 2.9668 0.3604
H 2.7448 3.6358 3.3957 0.4046
H -1.5082 1.7863 1.4609 0.0184
H -2.8521 1.5830 2.7016 0.3601
H -4.4061 -0.4249 2.5453 0.4761
H -4.9445 -2.5522 1.4367 0.3859
H -3.4182 -3.4453 -0.3736 0.5510
H -1.3493 -2.0319 -2.1620 0.3082
H -1.0523 -3.4365 -1.1531 0.7555
H 0.7623 -4.5870 -1.2842 0.4965
H 1.7798 -6.3929 0.0495 0.4134
H 3.0051 -5.8227 2.1386 0.3966
H 3.2152 -3.4694 2.8483 0.4797
N -1.5063 -4.5158 3.4763 -0.4444
C -1.0622 -3.2270 3.6202 0.1625
C -0.6688 -2.4867 2.4947 -0.0265
N -0.2610 -1.2356 2.5881 1.6028
C -0.2345 -0.6972 3.8246 -0.6611
C -0.6493 -1.4295 4.9119 -0.7129
N -1.0687 -2.6915 4.8277 -0.6817
H -1.2304 -5.0249 2.6544 0.2071
H -1.5779 -5.0453 4.3286 0.2847
H -0.6817 -2.9476 1.5209 -0.0225
H 0.1328 0.3108 3.9210 0.3813
H -0.6306 -0.9819 5.8980 0.4113
N -0.2582 1.3284 -0.6034 0.1387
S -1.2642 1.2467 -1.8299 0.4939
C -1.7543 2.9381 -2.1465 0.5513
C -1.5711 3.8562 -1.1277 -0.4604
C -1.9920 5.1669 -1.3252 -0.7341
C -2.5945 5.5338 -2.5187 -0.4628
C -2.7775 4.5950 -3.5299 -0.6745
C -2.3576 3.2871 -3.3489 -0.4299
C -0.3381 0.9589 -3.3312 0.5014
C 0.7995 1.7030 -3.6166 -0.2122
C 1.5212 1.4045 -4.7597 -0.8020
C 1.1028 0.3829 -5.6076 -0.4437
C -0.0428 -0.3448 -5.3209 -0.8391
C -0.7689 -0.0578 -4.1708 -0.2148
H 0.5941 1.8537 -0.8215 0.0730
H -1.0948 3.5491 -0.2033 0.2622
H -1.8460 5.8987 -0.5408 0.4305
H -2.9226 6.5549 -2.6665 0.3799
H -3.2435 4.8840 -4.4633 0.3903
H -2.4857 2.5541 -4.1370 0.4224
H 1.1346 2.4877 -2.9517 0.3775
H 2.4195 1.9655 -4.9829 0.4356
H 1.6759 0.1544 -6.4976 0.4039
H -0.3705 -1.1349 -5.9844 0.4284
H -1.6728 -0.6111 -3.9391 0.5165

(4)
61
Properties=species:S:1:pos:R:3:mulliken_charge:R:1 method="wB97M-V/def2-TZVPD" charge=+3 homo_lumo_gap_ha="0.1777 / 0.1777" energy_ha=-5816.4683 e_homo_ev="-17.55 / -17.55" multiplicity=1
Au 0.1433 -0.2628 -0.1455 1.3303
C 4.0746 -0.3485 -2.0175 -0.9122
C 3.9099 0.9900 -1.2744 -0.3862
C 3.4154 0.5536 0.0972 0.5655
O 2.6254 -0.6244 -0.1324 -0.3165
C 3.1993 -1.3383 -1.2416 -0.0662
H 5.1146 -0.6679 -2.0088 0.2893
H 3.7836 -0.2780 -3.0640 0.3488
H 3.1744 1.6275 -1.7718 0.1065
H 4.8440 1.5434 -1.2091 0.4986
H 2.7848 1.2794 0.6142 -0.7283
H 4.2519 0.2988 0.7546 0.3746
H 2.3811 -1.7743 -1.8156 0.0390
H 3.7796 -2.1828 -0.8589 0.3135
C 2.3866 3.9171 0.3962 -1.0660
C 1.0888 3.7020 -0.3667 -0.5387
As -0.0818 2.2166 0.1690 0.0209
C -0.0981 2.2019 2.1427 -0.6069
C 1.0380 1.4483 2.8234 -1.1182
C -1.8401 2.8610 -0.3709 -0.2086
C -2.4142 3.8629 0.6333 -1.2407
H 2.7675 4.9057 0.1382 0.4244
H 3.1549 3.1986 0.1213 0.1590
H 2.2439 3.9027 1.4766 0.2985
H 1.2570 3.6362 -1.4402 0.5380
H 0.4044 4.5386 -0.1889 0.5568
H -1.0727 1.8159 2.4410 0.4006
H -0.0692 3.2691 2.3792 0.6557
H 1.0402 0.3848 2.5702 0.2124
H 0.9217 1.5332 3.9040 0.4457
H 2.0126 1.8638 2.5739 0.2458
H -2.5141 2.0157 -0.5055 0.1609
H -1.7079 3.3224 -1.3494 0.5311
H -2.6665 3.3959 1.5847 0.3243
H -3.3283 4.2953 0.2279 0.4242
H -1.7284 4.6883 0.8264 0.3394
I 0.0558 0.8939 -2.5717 -0.0467
C -3.0118 -0.6168 -0.1076 0.5002
C -4.3623 -0.7475 -0.1444 -1.1452
C -4.8387 -0.8659 1.1738 -0.0470
C -3.9664 -0.8595 2.2585 -0.7556
C -2.5990 -0.7279 2.0625 -0.5607
N -2.1892 -0.5797 0.7827 0.5676
H -4.9907 -0.7669 -1.0249 0.5404
H -5.9101 -0.9702 1.3153 0.5065
H -4.3446 -0.9637 3.2687 0.5333
H -1.8611 -0.7554 2.8528 0.5709
C 0.8046 -5.1142 -1.3085 -1.0741
As -0.5141 -3.7480 -1.0029 0.5333
C -1.5150 -3.4530 -2.6256 -1.0209
C -1.6834 -4.3601 0.4057 -0.9256
O 0.3291 -2.3623 -0.5439 -0.8340
H 0.2871 -6.0256 -1.6099 0.4261
H 1.3531 -5.2880 -0.3854 0.3761
H 1.4828 -4.8002 -2.0987 0.3829
H -2.1758 -4.3052 -2.7842 0.4251
H -0.8189 -3.3774 -3.4590 0.3707
H -2.1056 -2.5396 -2.5653 0.2794
H -2.2363 -5.2280 0.0461 0.4254
H -2.3884 -3.5806 0.6915 0.1866
H -1.0773 -4.6500 1.2618 0.3700

(5)
42
Properties=species:S:1:pos:R:3:mulliken_charge:R:1 method="wB97M-V/def2-TZVPD" charge=-1 homo_lumo_gap_ha=0.3229 energy_ha=-1617.0253 e_homo_ev=-7.08 multiplicity=1
O -0.9180 -2.8321 2.2753 -0.4093
H -0.1599 -2.2969 1.7473 0.4319
H -1.1129 -2.2992 3.0204 0.4760
H -1.7053 -2.8953 1.6706 0.4388
S -0.1508 -0.0163 0.1255 0.2049
O 0.8847 0.3267 -0.7463 -0.5730
O 0.3301 -1.1397 0.9373 -0.6891
O -0.5330 1.1867 0.8850 -0.9520
O -1.2987 -0.4913 -0.6392 -0.4416
O -1.5065 -0.9328 -3.2462 -0.6706
H -2.3063 -0.4427 -3.5500 0.2791
H -1.4646 -0.7417 -2.2012 0.4135
O -1.5707 3.3114 0.5374 -0.7165
H -1.3449 2.4681 0.9163 0.5954
H -1.3938 3.5353 -0.4286 0.2842
O -2.1230 -2.7065 -0.3697 -0.8607
H -1.6733 -1.8014 -0.4970 0.4381
H -2.0015 -3.0101 -1.3551 0.2827
O 1.0398 1.3268 -3.2421 -0.6248
H 1.6673 1.9770 -3.1868 0.2951
H 0.9885 1.0440 -2.3992 0.4339
O 2.9306 -0.8753 -2.4388 -0.6761
H 2.6376 -1.4840 -3.0909 0.2804
H 2.1815 -0.6753 -1.8850 0.3881
O 1.3476 2.2486 2.1636 -0.8030
H 2.0158 1.5232 2.2696 0.4327
H 0.5966 1.8833 1.7906 0.5196
O 2.7345 2.0601 -0.3668 -0.7776
H 2.3603 2.4219 0.4869 0.4984
H 1.9584 1.4041 -0.5642 0.3378
O -2.1036 1.4685 2.8548 -0.7026
H -2.4825 2.2463 2.6150 0.3688
H -1.5638 1.3936 2.1071 0.5791
O -3.3656 1.1484 -1.2874 -0.6953
H -2.8843 1.0321 -2.2146 0.2870
H -2.7457 0.5106 -0.8914 0.3587
O 2.0385 -2.9896 0.2758 -0.6499
H 2.6043 -2.8321 0.9901 0.2820
H 1.3271 -2.3587 0.3751 0.3114
O 2.2290 -0.4353 2.5920 -0.7540
H 3.0194 -0.5918 2.0368 0.3525
H 1.5172 -0.6687 1.9280 0.4259

(6)
10
Properties=species:S:1:pos:R:3:mulliken_charge:R:1 method="wB97M-V/def2-TZVPD" charge=0 homo_lumo_gap_ha=0.3971 energy_ha=-1075.0804 e_homo_ev=-10.02 multiplicity=1
C 0.4054 -0.5253 -1.1522 0.1435
C -0.1108 0.6031 -0.3505 -0.7213
C -0.2849 0.1547 1.1150 -0.2406
C -0.4323 0.1036 2.3779 -0.3055
H 1.5553 -0.6182 -0.8355 0.2962
H -1.0946 0.8015 -0.7726 0.3523
H 0.5781 1.3880 -0.3098 0.3497
H -0.2291 0.0361 3.3846 0.4323
Cl 0.1217 0.1475 -2.6523 -0.1409
Cl -0.5089 -2.0910 -0.8046 -0.1658